(1)
Molecular formula: C36H34As2F3NO4SW
Method: DFT, ωB97M-V/def2-TZVPD

Each line ends with the Löwdin charge.
Geometry (Å):
W -0.11 0.64 -0.54  1.37
C -5.12 0.34 -1.32  -0.16
As -4.46 0.01 -3.07  1.20
C -5.81 -0.11 -4.39  -0.16
C -3.25 -1.47 -3.10  -0.16
O -1.68 0.07 -0.88  -0.43
H -5.72 -0.52 -1.02  0.07
H -5.75 1.23 -1.33  0.07
H -4.26 0.46 -0.67  0.02
H -6.45 -0.96 -4.13  0.07
H -5.36 -0.26 -5.36  0.06
H -6.40 0.80 -4.37  0.07
H -3.66 -2.24 -3.76  0.07
H -3.15 -1.84 -2.08  0.05
H -2.29 -1.15 -3.47  0.02
C 2.86 4.58 4.34  -0.05
C 1.65 4.00 4.71  -0.05
C 1.14 2.93 4.00  -0.10
C 1.85 2.44 2.90  -0.40
C 3.05 3.01 2.52  -0.11
C 3.56 4.09 3.25  -0.06
As 1.13 0.96 1.88  1.32
C -0.65 1.68 1.49  -0.52
C -1.87 1.29 2.07  -0.07
C -3.04 1.93 1.70  -0.05
C -3.02 2.94 0.72  -0.06
C -1.83 3.35 0.16  -0.06
C -0.62 2.74 0.55  -0.26
C 0.82 -0.50 3.08  -0.39
C 1.50 -0.54 4.29  -0.09
C 1.35 -1.63 5.13  -0.05
C 0.51 -2.67 4.77  -0.06
C -0.17 -2.64 3.56  -0.07
C -0.01 -1.56 2.70  -0.14
H 3.25 5.41 4.90  0.12
H 1.11 4.38 5.57  0.12
H 0.20 2.48 4.30  0.11
H 3.61 2.62 1.68  0.09
H 4.50 4.54 2.96  0.11
H -1.88 0.49 2.80  0.12
H -3.97 1.65 2.17  0.12
H -3.94 3.43 0.45  0.12
H -1.82 4.17 -0.55  0.12
H 0.31 3.26 0.36  0.10
H 2.15 0.28 4.59  0.10
H 1.88 -1.66 6.07  0.12
H 0.38 -3.52 5.43  0.12
H -0.81 -3.46 3.27  0.11
H -0.51 -1.56 1.74  0.09
F 5.57 -6.81 0.95  0.16
C 4.62 -6.91 0.01  -0.59
F 5.20 -7.34 -1.12  0.15
F 3.76 -7.86 0.42  0.16
C 3.90 -5.60 -0.19  -0.10
C 3.47 -4.91 0.94  0.01
C 2.78 -3.72 0.79  0.00
C 2.53 -3.22 -0.50  -0.24
C 2.97 -3.92 -1.62  -0.01
C 3.66 -5.11 -1.46  0.01
C 1.79 -2.00 -0.62  -0.07
C 1.14 -0.97 -0.67  -0.24
H 3.67 -5.30 1.93  0.13
H 2.43 -3.17 1.65  0.11
H 2.77 -3.53 -2.61  0.12
H 4.01 -5.66 -2.32  0.13
N 2.25 1.86 -1.51  0.11
C 1.22 1.93 -2.44  -0.39
C 0.49 3.12 -2.63  -0.02
C -0.67 3.10 -3.37  -0.02
C -1.11 1.90 -3.94  -0.28
C -0.34 0.75 -3.87  -0.05
C 0.83 0.76 -3.12  -0.09
S -2.70 1.83 -4.67  0.63
O -3.09 3.11 -5.11  -0.20
O -2.81 0.65 -5.48  -0.27
O -3.60 1.52 -3.35  -0.43
H 2.71 2.74 -1.32  0.12
H 2.89 1.09 -1.64  0.11
H 0.84 4.04 -2.18  0.13
H -1.25 4.01 -3.51  0.13
H -0.63 -0.14 -4.40  0.12
H 1.48 -0.10 -3.12  0.12

Computed properties:
Highest occupied orbital energy (spin up / spin down)   -12.792 / -13.385 eV
Total charge   +2
Relative energy (zero: lowest compared OMol25 entry of this formula, charge and spin)   0.0 kcal per mole
Multiplicity   3
HOMO-LUMO gap (spin up / spin down)   7.1 / 6.7 eV

(2)
Molecular formula: C36H34AsIN3O5Sn
Method: DFT, ωB97M-V/def2-TZVPD

Each line ends with the Löwdin charge.
Geometry (Å):
Sn 0.64 -0.30 0.36  1.35
O -2.55 -0.07 0.27  0.06
C -3.49 -0.96 0.68  -0.20
C -3.45 -1.77 1.80  0.02
C -4.52 -2.62 1.98  -0.04
C -5.60 -2.66 1.08  -0.05
C -5.64 -1.84 -0.02  0.00
C -4.56 -0.98 -0.22  -0.13
C -4.22 -0.02 -1.21  0.10
N -3.05 0.50 -0.93  -0.07
N -2.41 1.41 -1.61  0.16
C -1.26 2.00 -1.27  -0.43
O -0.51 1.70 -0.30  -0.20
C -0.91 3.14 -2.14  -0.16
C -1.36 3.19 -3.47  -0.04
C -1.06 4.28 -4.26  -0.07
C -0.34 5.34 -3.73  -0.07
C 0.11 5.30 -2.42  -0.07
C -0.17 4.19 -1.63  -0.03
H -2.62 -1.72 2.49  0.13
H -4.52 -3.29 2.83  0.12
H -6.41 -3.35 1.27  0.12
H -6.46 -1.86 -0.72  0.13
H -4.77 0.32 -2.07  0.16
H -1.93 2.36 -3.86  0.11
H -1.40 4.32 -5.28  0.11
H -0.12 6.21 -4.34  0.11
H 0.66 6.13 -2.01  0.11
H 0.17 4.16 -0.60  0.10
O 1.18 1.33 2.06  -0.17
C 2.57 1.48 2.43  -0.30
C 3.43 0.54 1.51  -0.56
O 4.63 0.51 1.64  0.11
O 2.77 -0.12 0.60  -0.28
C 2.69 1.11 3.91  -0.14
C 3.81 0.47 4.44  -0.02
C 3.84 0.12 5.79  -0.06
C 2.77 0.41 6.62  -0.08
C 1.67 1.08 6.10  -0.07
C 1.63 1.43 4.76  -0.02
C 3.04 2.88 2.09  -0.13
C 4.03 3.51 2.84  0.00
C 4.49 4.77 2.48  -0.05
C 3.97 5.41 1.37  -0.07
C 3.00 4.78 0.60  -0.07
C 2.54 3.52 0.96  -0.04
H 0.80 2.22 1.96  0.10
H 4.65 0.24 3.81  0.11
H 4.70 -0.40 6.18  0.11
H 2.79 0.12 7.66  0.11
H 0.83 1.33 6.74  0.11
H 0.77 1.95 4.38  0.11
H 4.44 3.01 3.71  0.12
H 5.25 5.25 3.07  0.11
H 4.33 6.39 1.09  0.11
H 2.60 5.26 -0.28  0.10
H 1.81 3.02 0.32  0.09
C 1.44 0.34 -4.24  -0.28
As 1.91 0.16 -2.34  1.04
C 3.12 1.68 -2.21  -0.27
C 3.25 -1.25 -2.50  -0.29
H 2.35 0.39 -4.83  0.03
H 0.87 1.26 -4.40  0.01
H 0.84 -0.51 -4.58  0.02
H 3.84 1.64 -3.02  0.04
H 3.65 1.63 -1.26  0.02
H 2.57 2.62 -2.26  0.02
H 3.99 -0.98 -3.25  0.04
H 2.78 -2.20 -2.78  0.02
H 3.74 -1.37 -1.53  0.02
I -2.86 -5.41 -2.30  0.88
C -1.13 -4.75 -1.33  -0.71
C -0.27 -5.63 -0.69  -0.12
C 0.86 -5.12 -0.07  -0.04
C 1.07 -3.75 -0.09  -0.15
N 0.24 -2.90 -0.70  -0.05
C -0.83 -3.39 -1.31  -0.23
H -0.47 -6.70 -0.68  0.11
H 1.56 -5.78 0.42  0.12
H 1.94 -3.31 0.38  0.11
H -1.47 -2.68 -1.82  0.09

Computed properties:
Highest occupied orbital energy   -11.001 eV
Total charge   +1
Relative energy (zero: lowest compared OMol25 entry of this formula, charge and spin)   10.4 kcal per mole
HOMO-LUMO gap   7.5 eV

(3)
Molecular formula: C36H34B2ClF4N7O6P2Se2Ti
Method: DFT, ωB97M-V/def2-TZVPD

Each line ends with the Löwdin charge.
Geometry (Å):
Ti -1.80 0.56 -4.13  1.02
C -3.13 -1.31 -0.39  0.02
C -2.78 -0.44 -1.55  -0.23
N -2.01 -0.78 -2.50  -0.04
O -1.41 -1.99 -2.49  0.06
B -0.83 -2.28 -3.85  -1.07
F -1.80 -1.83 -4.79  0.10
F -0.52 -3.60 -3.92  0.20
O 0.43 -1.50 -4.13  0.04
N 0.18 -0.18 -4.08  -0.05
C 1.12 0.66 -4.31  -0.27
C 2.51 0.30 -4.70  -0.02
C 0.70 2.08 -4.19  -0.21
N -0.56 2.24 -4.00  -0.02
O -1.06 3.47 -3.86  0.10
B -2.56 3.46 -3.98  -1.05
F -2.85 2.56 -5.05  0.09
F -2.99 4.73 -4.17  0.22
O -3.23 2.89 -2.77  0.10
N -2.89 1.60 -2.64  -0.06
C -3.32 0.95 -1.63  -0.26
C -4.24 1.48 -0.60  0.01
C 1.68 3.20 -4.23  0.02
H -2.54 -2.22 -0.40  0.08
H -4.19 -1.57 -0.43  0.11
H -2.96 -0.77 0.54  0.08
H 2.67 -0.77 -4.61  0.08
H 3.24 0.84 -4.10  0.08
H 2.66 0.58 -5.75  0.11
H -4.56 2.48 -0.87  0.09
H -3.73 1.53 0.37  0.08
H -5.11 0.83 -0.50  0.10
H 2.29 3.14 -5.13  0.10
H 2.36 3.13 -3.37  0.10
H 1.16 4.15 -4.19  0.09
Se -1.78 2.67 4.32  0.30
P -0.86 1.00 3.49  0.48
C 0.72 0.62 4.30  -0.35
C 0.81 -0.35 5.30  -0.08
C 2.00 -0.52 6.00  -0.09
C 3.11 0.25 5.69  -0.08
C 3.02 1.22 4.69  -0.08
C 1.83 1.42 4.02  -0.10
C -1.82 -0.54 3.66  -0.35
C -1.64 -1.62 2.81  -0.10
C -2.35 -2.80 3.01  -0.08
C -3.24 -2.90 4.07  -0.08
C -3.43 -1.82 4.92  -0.07
C -2.72 -0.64 4.72  -0.11
C -0.45 1.15 1.73  -0.42
C 0.46 0.58 0.83  -0.48
N 0.16 1.08 -0.40  -0.07
N -0.85 1.91 -0.28  -0.02
N -1.25 1.95 0.99  0.02
P 1.91 -0.39 0.77  0.74
Se 2.02 -0.74 -1.41  0.76
C 3.35 0.53 1.31  -0.37
C 3.30 1.92 1.18  -0.09
C 4.43 2.67 1.47  -0.06
C 5.60 2.04 1.88  -0.07
C 5.64 0.66 1.99  -0.07
C 4.52 -0.10 1.70  -0.08
C 1.82 -1.98 1.61  -0.35
C 1.20 -3.06 0.99  -0.10
C 1.06 -4.25 1.68  -0.07
C 1.53 -4.37 2.98  -0.06
C 2.15 -3.29 3.60  -0.05
C 2.30 -2.09 2.92  -0.09
H -0.04 -0.97 5.54  0.11
H 2.06 -1.27 6.78  0.11
H 4.04 0.11 6.22  0.11
H 3.88 1.84 4.46  0.11
H 1.74 2.21 3.28  0.10
H -0.96 -1.55 1.97  0.08
H -2.21 -3.63 2.33  0.10
H -3.80 -3.82 4.22  0.11
H -4.13 -1.89 5.74  0.11
H -2.88 0.21 5.36  0.07
H 2.38 2.41 0.86  0.11
H 4.39 3.75 1.38  0.11
H 6.47 2.63 2.11  0.11
H 6.56 0.17 2.31  0.11
H 4.57 -1.18 1.78  0.11
H 0.82 -2.97 -0.02  0.08
H 0.59 -5.10 1.20  0.11
H 1.42 -5.30 3.52  0.11
H 2.51 -3.37 4.62  0.11
H 2.77 -1.25 3.41  0.08
Cl -4.19 -0.07 -4.93  0.74
C -3.84 0.03 -6.70  -0.36
C -2.38 0.36 -7.04  -0.66
O -2.13 0.44 -8.22  0.09
O -1.54 0.52 -6.07  -0.15
H -4.49 0.80 -7.10  0.09
H -4.10 -0.94 -7.12  0.09

Computed properties:
Highest occupied orbital energy (spin up / spin down)   -8.075 / -8.074 eV
Relative energy (zero: lowest compared OMol25 entry of this formula, charge and spin)   7.8 kcal per mole
Multiplicity   3
HOMO-LUMO gap (spin up / spin down)   7.3 / 5.2 eV

(4)
Molecular formula: C36H34BNO4S
Method: DFT, ωB97M-V/def2-TZVPD

Each line ends with the Löwdin charge.
Geometry (Å):
C 4.55 -3.82 4.63  -0.06
C 4.35 -4.52 3.29  -0.06
B 3.94 -3.69 1.91  -0.29
C 2.48 -3.88 1.19  -0.16
C 1.19 -3.55 2.14  -0.19
C 1.30 -2.16 3.00  -0.26
N 1.32 -0.89 2.13  -0.03
C 5.02 -2.62 1.20  -0.15
C 5.64 -1.53 2.25  -0.28
C 7.17 -1.83 2.75  -0.56
S 8.40 -2.16 1.38  0.60
H 3.67 -3.28 5.17  0.06
H 5.60 -3.83 5.17  0.06
H 4.46 -5.70 3.34  0.11
H 2.52 -3.27 0.17  0.10
H 2.41 -5.03 0.88  0.12
H 0.90 -4.42 2.89  0.13
H 0.24 -3.44 1.42  0.11
H 0.29 -2.08 3.64  0.12
H 2.18 -2.12 3.77  0.09
H 1.64 -0.10 2.78  0.09
H 1.99 -1.00 1.33  0.05
H 4.37 -2.00 0.41  0.10
H 5.84 -3.24 0.60  0.10
H 4.92 -1.45 3.20  0.11
H 5.60 -0.46 1.74  0.12
H 7.10 -2.70 3.56  0.08
H 7.54 -0.85 3.33  0.09
H 8.37 -3.54 1.01  -0.12
C -1.87 -0.81 -1.14  -0.06
C -0.68 -1.02 -0.45  -0.05
C 0.54 -0.91 -1.11  0.01
C 0.57 -0.60 -2.47  -0.08
C -0.62 -0.42 -3.18  -0.09
C -1.85 -0.52 -2.51  0.00
C -0.60 -0.15 -4.63  -0.28
O -1.64 0.01 -5.24  0.09
C 0.70 -0.08 -5.33  -0.09
C 0.73 0.12 -6.71  0.01
C 1.96 0.19 -7.38  -0.06
C 3.15 0.08 -6.67  -0.06
C 3.12 -0.13 -5.29  0.01
C 1.89 -0.22 -4.62  -0.09
C 1.87 -0.47 -3.16  -0.28
O 2.92 -0.58 -2.54  0.09
H -2.83 -0.89 -0.62  0.11
H -0.71 -1.26 0.61  0.09
H 1.47 -1.06 -0.56  0.09
H -2.78 -0.36 -3.04  0.12
H -0.19 0.21 -7.28  0.12
H 1.98 0.34 -8.46  0.11
H 4.10 0.15 -7.19  0.11
H 4.05 -0.22 -4.74  0.12
C -2.71 3.26 -1.60  -0.05
C -3.53 4.21 -2.22  -0.05
C -4.67 4.68 -1.58  0.01
C -5.01 4.20 -0.31  -0.09
C -4.21 3.23 0.30  -0.08
C -3.05 2.77 -0.34  0.01
C -4.59 2.67 1.62  -0.28
O -3.88 1.83 2.16  0.09
C -5.83 3.14 2.27  -0.09
C -6.23 2.58 3.49  0.01
C -7.39 3.03 4.12  -0.06
C -8.15 4.04 3.54  -0.06
C -7.76 4.60 2.32  0.01
C -6.60 4.14 1.68  -0.09
C -6.21 4.71 0.38  -0.28
O -6.88 5.60 -0.14  0.10
H -1.82 2.90 -2.10  0.11
H -3.27 4.59 -3.21  0.11
H -5.30 5.43 -2.07  0.12
H -2.42 2.03 0.14  0.11
H -5.63 1.79 3.95  0.12
H -7.70 2.58 5.06  0.11
H -9.05 4.39 4.03  0.11
H -8.36 5.39 1.87  0.12

Computed properties:
Highest occupied orbital energy   -7.921 eV
HOMO-LUMO gap   6.9 eV
Structure (SMILES)   O=C1c2ccccc2C(=O)c2ccccc21.O=C1c2ccccc2C(=O)c2ccccc21.C=CB(CCCN)CCCS

(5)
Molecular formula: C36H34FN6O5PtS2
Method: DFT, ωB97M-V/def2-TZVPD

Each line ends with the Löwdin charge.
Geometry (Å):
Pt -1.28 0.78 2.34  0.94
C -0.33 -5.33 -2.25  -0.06
C -1.60 -4.50 -2.22  -0.18
N -1.41 -3.20 -1.57  -0.03
C -1.70 -3.08 -0.26  0.04
C -1.67 -1.93 0.46  -0.01
C -2.06 -2.05 1.93  -0.58
O -2.21 -3.18 2.38  0.04
O -2.26 -0.98 2.60  -0.22
C -1.32 -0.72 -0.21  -0.27
O -1.37 0.43 0.25  -0.07
C -0.87 -0.87 -1.61  -0.04
C -0.43 0.26 -2.30  0.11
C -0.09 0.17 -3.62  -0.18
F 0.29 1.30 -4.26  0.07
C -0.15 -1.05 -4.32  -0.13
C -0.56 -2.17 -3.61  0.05
C -0.95 -2.09 -2.27  -0.12
N 0.24 -1.22 -5.68  -0.09
C -0.70 -1.93 -6.55  -0.13
C 0.11 -2.75 -7.56  -0.07
N 1.45 -2.07 -7.72  0.05
C 1.25 -0.59 -7.81  -0.07
C 0.83 -0.09 -6.41  -0.13
H -0.51 -6.29 -2.74  0.08
H 0.02 -5.53 -1.24  0.09
H 0.47 -4.82 -2.79  0.07
H -2.38 -5.02 -1.67  0.13
H -2.00 -4.33 -3.22  0.11
H -2.01 -3.99 0.25  0.15
H -0.38 1.21 -1.79  0.15
H -0.55 -3.13 -4.11  0.10
H -1.37 -1.23 -7.06  0.14
H -1.32 -2.61 -5.97  0.12
H -0.37 -2.77 -8.54  0.14
H 0.30 -3.76 -7.22  0.14
H 1.96 -2.45 -8.51  0.19
H 1.98 -2.26 -6.86  0.18
H 0.49 -0.42 -8.56  0.14
H 2.18 -0.13 -8.13  0.14
H 0.16 0.76 -6.54  0.14
H 1.71 0.25 -5.87  0.14
O -2.50 3.12 1.18  -0.33
S -1.21 3.70 1.40  0.58
O -0.55 4.34 0.29  -0.30
N -0.28 2.53 2.07  -0.30
C 1.12 2.58 2.04  -0.23
C 1.84 3.74 1.82  -0.02
C 3.24 3.77 1.90  -0.07
C 3.97 2.66 2.20  -0.06
C 3.30 1.43 2.39  -0.16
C 3.97 0.22 2.68  -0.02
C 3.28 -0.94 2.78  -0.06
C 1.88 -0.91 2.58  -0.15
N 1.23 0.19 2.35  0.06
C 1.89 1.38 2.27  -0.15
C -1.42 4.89 2.68  -0.27
C -2.38 4.64 3.66  -0.07
C -2.53 5.54 4.70  -0.07
C -1.74 6.68 4.76  -0.08
C -0.80 6.93 3.77  -0.07
C -0.63 6.03 2.72  -0.06
H 1.31 4.64 1.58  0.07
H 3.75 4.71 1.73  0.11
H 5.05 2.70 2.29  0.11
H 5.05 0.25 2.81  0.12
H 3.78 -1.88 3.01  0.10
H 1.30 -1.83 2.61  0.11
H -2.99 3.75 3.59  0.10
H -3.27 5.36 5.47  0.11
H -1.86 7.39 5.57  0.10
H -0.19 7.83 3.81  0.11
H 0.07 6.23 1.93  0.10
S -1.38 1.27 4.63  0.65
C -0.82 -0.29 5.17  -0.67
N -1.63 -1.36 5.06  0.07
C -1.28 -2.62 5.38  -0.04
C -0.05 -2.87 5.91  -0.04
C 0.82 -1.79 6.09  -0.04
C 0.44 -0.52 5.72  -0.07
H -2.49 -1.20 4.55  0.13
H -2.02 -3.38 5.18  0.14
H 0.23 -3.88 6.18  0.11
H 1.81 -1.96 6.50  0.12
H 1.10 0.33 5.84  0.11

Computed properties:
Highest occupied orbital energy   -8.457 eV
Total charge   +1
Relative energy (zero: lowest compared OMol25 entry of this formula, charge and spin)   30.4 kcal per mole
HOMO-LUMO gap   5.2 eV